Entry 1:
A molecular structure, C6H16NO in a non-equilibrium geometry. Source: OMol25; level of theory: ωB97M-V/def2-TZVPD.

Structure (XYZ):
```
24
C6H16NO ωB97M-V/def2-TZVPD
C -0.13704 -1.30208 -2.01890
C 1.83212 -0.42669 1.84880
C -1.45433 1.66661 -0.28740
C -2.00227 0.46257 1.69053
C 1.03992 -0.42531 -2.23642
C 2.03062 -0.49348 -0.60262
N 1.36883 -0.35510 0.46453
O -1.22919 0.60745 0.55084
H -0.83347 -0.84671 -1.40144
H -0.66392 -1.28069 -2.94874
H 0.12334 -2.26134 -1.82211
H 1.07295 -1.14302 2.41632
H 2.82006 -0.87053 1.98315
H 1.54914 0.48791 2.36247
H -2.51256 1.81443 -0.26051
H -1.03574 2.61279 0.21808
H -1.00392 1.61762 -1.21465
H -1.86859 -0.59230 2.15616
H -1.72816 1.22750 2.45961
H -3.11021 0.46749 1.58531
H 1.85674 -0.69948 -2.81284
H 0.56283 0.54881 -1.94213
H 2.99636 -0.81452 -0.58591
H 0.32647 -0.00194 0.39787
```

The energy relative to the best compared isomer or geometry (same formula, charge and spin) comes out at 4.4928 eV. As for the energy: -367.81734 Ha. As for the total charge: +1.

Atomic partial charges in e from the natural (NBO) method, atoms 1 to 8: C -0.65; C -0.45; C -0.24; C -0.28; C -0.30; C 0.25; N -0.47; O -0.58

=====

Entry 2:
A molecular structure, C30H44BrN3P2V in a non-equilibrium geometry. Source: OMol25; level of theory: ωB97M-V/def2-TZVPD.

Structure (XYZ):
```
81
C30H44BrN3P2V ωB97M-V/def2-TZVPD
C -0.63504 7.39768 -6.27915
C -0.81111 6.02850 -6.53016
C -1.12009 5.64076 -7.84289
C -1.23900 6.61972 -8.83327
N -1.06651 7.91234 -8.56801
C -0.77246 8.30723 -7.33174
C -0.68361 5.04373 -5.46498
C -0.59146 4.20741 -4.56654
C -0.45854 3.23287 -3.51934
C 0.61262 3.33694 -2.60768
C 0.75912 2.39345 -1.58369
C -0.12911 1.31193 -1.51404
C -1.23238 1.22307 -2.36692
C -1.38775 2.17757 -3.38417
V 0.06217 -0.01163 0.13092
P 1.95209 -0.93808 -1.00324
H -1.26916 4.59193 -8.09611
H -0.39523 7.75727 -5.27956
H -1.47978 6.33871 -9.86296
H -0.63904 9.37921 -7.15770
H -2.22992 2.11606 -4.08077
H 1.32280 4.16531 -2.69976
H -1.97000 0.42553 -2.24513
H 1.56808 2.52252 -0.85766
C 2.28799 -2.59101 -0.28308
C 3.26386 -3.52940 -1.00459
H 1.29467 -3.05310 -0.18778
H 2.60028 -2.40337 0.75444
H 3.50037 -4.36587 -0.33325
H 2.85926 -3.97503 -1.92331
H 4.22536 -3.07956 -1.28361
C 1.78764 -1.18666 -2.81795
C 2.84379 -0.54221 -3.71423
H 0.79061 -0.78355 -3.06227
H 1.73129 -2.26904 -3.00941
H 2.58204 -0.73436 -4.76267
H 2.89451 0.54618 -3.58476
H 3.84989 -0.95426 -3.56128
C 3.37292 0.16426 -0.68592
C 4.73588 -0.52082 -0.74388
H 3.22255 0.63053 0.30030
H 3.32333 0.98062 -1.42016
H 5.52259 0.23322 -0.61103
H 4.85755 -1.26606 0.04994
H 4.91607 -1.01657 -1.70545
Br -0.84866 -1.67445 1.57916
P -2.68076 -3.53735 -4.31051
C -0.83122 -3.59248 -4.18996
C -0.28254 -5.00980 -4.34552
H -0.53695 -3.16116 -3.22394
H -0.43919 -2.92989 -4.97302
H 0.78227 -4.97273 -4.59988
H -0.38740 -5.57854 -3.41565
H -0.80578 -5.55594 -5.13802
C -3.10746 -3.21778 -2.53486
C -4.51554 -3.72739 -2.22324
H -3.00270 -2.15216 -2.28797
H -2.35574 -3.76406 -1.95188
H -4.61439 -3.90713 -1.14952
H -5.28452 -3.00826 -2.52252
H -4.70482 -4.66843 -2.74850
C -2.88003 -1.81211 -4.95652
C -3.12786 -1.80055 -6.46330
H -1.98616 -1.23285 -4.69338
H -3.72851 -1.37917 -4.41310
H -3.59404 -0.85327 -6.74928
H -2.19496 -1.90155 -7.02602
H -3.79276 -2.61680 -6.76422
N 0.25757 3.59140 5.05298
C 0.25813 2.87666 3.90194
C 1.38269 2.12599 3.51691
C 1.36679 1.39713 2.34870
N 0.28858 1.42492 1.49597
C -0.82907 2.13066 1.87890
C -0.86451 2.87292 3.04732
H 1.06756 3.62606 5.66054
H -0.51935 4.15775 5.34270
H 2.25531 2.10757 4.17312
H 2.19567 0.75201 2.05756
H -1.70627 2.05062 1.23698
H -1.75845 3.42087 3.33906
```

As for the expectation value of S²: 0.751. The spin multiplicity is 2. As for the energy: -5532.85993 Ha. As for the total charge: +4.

Atomic partial charges in e from the Mulliken method, atoms 1 to 8: C -0.41; C 0.77; C -0.40; C -0.36; N -0.42; C -0.36; C 0.19; C -0.62